Here is a structure of composition CH4IN2O at a distorted geometry from OMol25. Energies are from wB97M-V/def2-TZVPD.

For the largest force on an atom, the calculation gives 6.6 eV/Å. The orbital gap (alpha / beta) comes out at 7.66 / 7.66 eV. For the HOMO energy (alpha / beta), the calculation gives -14.438 / -14.438 eV. The relative energy (zero: lowest compared OMol25 entry of this formula, charge and spin) is 53.9 kcal/mol. Its total energy is -14219.0910 eV.

```
! RIJCOSX wB97M-V def2-TZVPD def2/J DEFGRID3
* xyz 1 1
C 0.08283 -0.36738 0.13889
N -0.21717 -1.66430 0.00156
N -0.62937 0.72062 0.01966
O 0.54492 2.12966 0.11124
I 2.23827 -0.26346 0.33948
H -1.13710 -2.02089 -0.22472
H 0.29754 -2.36242 0.52838
H -1.41926 1.01397 -0.50085
H 0.23932 2.81419 -0.41363
*
```

These are the Mulliken partial charges, in e, on atoms 1 to 8: C 0.426; N -0.390; N -0.146; O -0.341; I 0.266; H 0.255; H 0.265; H 0.346